Entry 1:
Below is 9 unconnected molecules or ions with the total composition H18O9, with properties calculated with ωB97M-V/def2-TZVPD.

XYZ file:
```
27
Properties=species:S:1:pos:R:3:forces:R:3
H 5.64451 -9.25886 14.43001 -0.64 -0.46 -0.18
H 6.07514 -12.29439 13.94286 0.01 -0.11 -0.07
H 5.67186 -7.37057 16.24436 -0.03 0.01 -0.13
H 8.94885 -11.78854 13.11179 -0.06 0.07 0.04
H 7.92459 -8.90136 14.72496 -0.11 0.18 0.00
O 6.29068 -6.94015 15.64030 0.02 0.02 0.25
O 4.82013 -9.79085 14.41084 0.15 0.96 0.16
H 4.97686 -10.65435 11.36698 -0.07 0.07 -0.02
O 5.20059 -5.63540 12.97977 0.15 0.03 -0.09
H 7.34644 -7.96785 13.66506 -0.11 -0.06 0.21
H 5.06484 -10.67440 14.73820 -0.01 -0.16 -0.01
H 5.19428 -6.13890 13.80218 0.03 0.01 -0.03
O 8.31291 -11.78911 13.83410 -0.07 -0.25 0.09
O 2.07975 -8.94934 14.56393 0.05 -0.08 0.05
H 4.16172 -10.45352 12.64428 0.18 -0.10 -0.10
O 7.38998 -8.90327 13.92023 0.56 0.06 -0.05
H 7.95430 -10.89779 13.88044 0.04 0.19 -0.26
H 5.74606 -6.15489 12.36905 -0.25 0.03 0.26
H 1.87338 -8.91095 13.62521 0.02 0.00 0.04
O 6.79781 -7.54405 11.50291 0.34 -0.20 -0.14
H 5.97659 -12.71580 15.40199 -0.04 -0.01 0.00
H 7.17728 -8.38502 11.78720 -0.14 -0.03 -0.12
H 2.97741 -9.31990 14.60646 -0.07 0.18 -0.06
O 4.19167 -10.97180 11.82129 -0.02 0.03 0.10
H 6.62828 -6.18374 16.13383 -0.08 0.02 -0.09
O 5.48609 -12.26218 14.70799 0.24 -0.47 0.17
H 7.31485 -7.29287 10.72891 -0.09 0.07 0.03
```
Positions in Å, forces in eV/Å.

structure (SMILES)	O.O.O.O.O.O.O.O.O
LUMO energy	-0.270	eV
DFT total energy	-687.95833	Ha
frontier orbital gap	10.1	eV
total charge	0

=====

Entry 2:
Below is 2 unconnected molecules or ions with the total composition C17H37BFNO5, with properties calculated with ωB97M-V/def2-TZVPD.

XYZ file:
```
62
Properties=species:S:1:pos:R:3:forces:R:3
C 0.54173 -2.34107 2.39560 -0.32 0.23 -0.66
H 0.84630 -3.39353 2.36983 0.05 0.05 0.28
H 7.32500 0.83300 -1.47603 0.18 -0.26 0.17
H -1.97087 -2.50206 1.00402 0.42 -0.21 0.23
H -2.24160 -2.30726 -2.26952 -0.03 0.21 -0.03
H -4.36753 3.03470 2.15562 -0.19 0.04 0.01
H 4.06593 1.18147 0.30604 0.30 0.13 0.09
N -1.62266 -3.01840 0.20717 -1.30 0.51 -0.54
H 0.61303 -2.79170 -3.31466 0.10 0.01 0.36
H -2.13998 1.43798 -1.48647 0.18 -0.18 0.01
C -1.11530 -0.66182 -0.25878 0.95 0.55 0.11
H 5.13677 2.46175 -1.19538 0.05 0.27 -0.25
H -6.50511 1.90920 1.88739 -0.12 -0.09 -0.06
H -3.35390 1.55424 3.55044 -0.01 -0.04 -0.06
H 5.87015 -1.02236 -0.83458 -0.30 -0.22 -0.24
C 6.58595 0.95684 -0.68033 -0.10 0.74 -0.88
C 5.42983 -0.02788 -0.92969 0.69 0.64 1.03
H 6.02183 2.86456 0.24352 0.08 0.12 -0.03
C 3.02308 -0.60299 -0.20421 0.79 0.80 0.82
H -2.78676 -0.18760 0.93272 -0.13 0.09 0.01
C 2.20495 -0.78252 1.08973 0.18 -0.63 -1.43
C 0.11145 -0.71722 -3.24256 -0.24 -0.65 -0.54
H 4.70919 -0.29387 1.06945 0.16 0.25 0.13
H -1.23107 -3.69154 -2.05696 0.02 -0.07 0.07
H 1.07217 -1.78570 3.17486 0.27 -0.24 0.06
C -2.88566 1.10900 -0.76812 0.30 0.02 -0.12
H 3.26919 -1.56208 -0.66441 -0.22 -0.06 -0.05
C 6.13383 2.44014 -0.75458 -0.31 -0.65 0.40
C -5.87005 1.94913 1.00121 0.24 0.15 0.31
O -2.91346 2.08612 0.31964 -0.12 -0.64 0.35
H -0.62454 0.10316 -0.87389 -0.21 -0.54 -0.83
O -3.82180 1.58078 4.42318 0.14 -0.06 -0.13
C -1.21089 -2.60335 -2.08504 1.25 0.25 -0.17
H 7.07543 0.77427 0.27517 0.01 -0.21 0.03
H -4.09822 0.68394 4.70984 0.10 0.02 -0.10
C 4.34753 0.14220 0.13545 -0.75 -1.06 -0.66
H 0.62413 -0.49968 -4.17876 0.32 0.14 0.13
H -3.83570 1.10991 -1.30773 -0.18 0.16 0.30
H 2.51345 0.03098 -0.93752 -0.25 -0.27 -0.11
H -0.83610 -2.34774 -4.16331 0.08 -0.06 -0.06
C -2.58046 -0.23770 -0.14066 0.09 -0.42 0.04
C -0.28395 -2.17814 -3.23174 -0.58 0.19 -0.36
C -0.82075 -2.12642 -0.68877 -0.62 -0.84 1.56
H 5.05122 0.10441 -1.94372 -0.12 0.00 -0.04
H -5.38112 0.98134 0.88247 0.02 0.01 -0.06
H 2.82113 -1.40263 1.75272 0.06 0.05 0.02
H 2.13154 0.19400 1.58246 -0.30 -0.02 0.05
B 0.75469 -1.53237 0.92271 -0.28 0.43 2.18
H -0.51693 -2.24292 2.66545 -0.07 -0.42 0.02
O 0.50815 -2.30082 -0.30827 0.69 0.06 -1.30
C -3.76454 3.10005 0.15274 -0.71 -0.61 1.15
C -4.86685 3.09739 1.17631 -0.10 -0.13 0.50
O -0.40798 -0.55267 0.94927 -0.74 0.37 0.14
O -3.70042 3.91631 -0.68908 0.28 1.39 -1.90
H -3.28124 2.02793 5.10838 0.03 -0.07 -0.11
F -1.06864 0.04704 -3.29568 -0.02 0.26 0.24
H 0.70060 -0.44492 -2.37207 -0.03 0.19 0.02
H 6.81536 3.05594 -1.33460 0.01 0.07 -0.01
H -5.40197 4.04002 1.12489 0.10 0.17 0.07
H -1.03847 -3.78373 0.51159 0.13 0.18 0.14
H -3.24807 -1.00497 -0.53753 0.05 -0.01 -0.18
H -6.51103 2.13982 0.14481 0.01 -0.09 -0.10
```
Positions in Å, forces in eV/Å.

LUMO energy	-3.173	eV
DFT total energy	-1225.48440	Ha
frontier orbital gap	3.1	eV
total charge	0

=====

Entry 3:
Below is a molecular structure, C18H35GeN3O5PtS, with properties calculated with ωB97M-V/def2-TZVPD.

XYZ file:
```
64
Properties=species:S:1:pos:R:3:forces:R:3
C 0.70130 -5.33817 -0.67747 0.01 0.06 0.08
N 0.30704 -3.11388 0.06785 0.33 0.36 -0.65
C 0.61472 -4.85637 1.66003 0.00 0.01 -0.03
H -3.76147 -0.24877 1.79910 0.01 -0.01 0.00
Ge 1.26792 0.46481 2.76419 0.00 -0.06 0.00
N 2.57434 -0.72707 0.42041 -0.54 -0.28 -0.71
C -3.67988 0.80170 1.53035 0.02 0.03 -0.01
H 0.93001 2.89661 2.88008 0.01 0.00 -0.01
H 0.86073 1.28304 7.44265 -0.01 -0.02 0.00
H 3.27214 1.66301 5.57742 0.01 0.00 0.01
H -0.14860 -0.04914 3.07209 0.00 0.04 0.06
H 2.81186 2.20986 0.54382 -0.01 0.02 0.05
H -3.18041 1.36588 2.31585 0.01 0.02 0.00
C 4.97253 3.39375 1.71158 0.02 0.03 0.00
C 0.37904 -3.53420 1.33776 -0.01 0.06 0.09
H 3.90725 1.88460 2.80847 0.00 0.04 -0.04
H 0.82998 -6.02617 -1.50133 0.01 0.00 -0.01
H 3.44287 3.51937 3.22911 0.00 0.00 0.01
O 2.54339 -1.22767 -0.67625 0.43 0.46 1.02
H 2.53719 0.98368 7.89542 0.01 -0.01 0.01
C 0.33832 -3.44553 -2.32642 -0.18 0.06 0.03
H -4.67052 1.20718 1.32909 -0.03 0.00 0.00
H 0.67007 -5.15140 2.69765 -0.01 0.01 0.01
H 2.56849 -1.45211 3.68241 -0.02 -0.01 0.02
H 2.32370 3.80828 1.04542 0.01 0.00 -0.02
O -1.55047 -1.37237 -1.66525 -0.29 0.06 0.28
H -1.44850 -4.03294 -3.33997 0.06 0.01 -0.03
H -3.83918 -3.04840 -2.71941 -0.02 0.01 -0.01
Pt -0.17292 -1.09935 -0.23806 -1.22 -0.77 0.90
C 2.12601 -0.14395 5.38231 0.03 -0.01 -0.02
H -3.72483 3.00100 -0.41096 -0.03 -0.01 0.00
H 5.27577 2.73838 0.89373 0.00 -0.01 -0.02
H 4.81598 4.39092 1.29863 -0.01 0.01 0.00
H -3.12155 -2.35644 -4.17845 0.00 -0.01 0.00
H -2.32689 3.15176 0.70425 0.00 0.00 0.00
H 0.24327 -2.78136 2.10220 0.00 -0.01 0.00
O -1.29491 0.57707 0.50424 0.62 0.10 -0.58
C 2.56061 -0.38823 3.93269 -0.14 -0.03 -0.02
C 3.71060 2.87554 2.38579 0.02 0.00 0.02
H 5.80255 3.45468 2.41311 0.01 0.00 0.02
H 2.01010 2.61605 7.50742 0.00 0.02 -0.01
C 2.53406 2.80398 1.42217 -0.01 -0.05 -0.04
H -2.06902 2.88428 -1.04996 0.01 0.00 -0.01
H 0.96506 -6.81833 0.85690 0.01 -0.01 0.01
H 0.42366 2.23849 1.33198 0.02 0.06 0.01
C -3.21095 -2.24055 -3.09897 0.02 -0.11 -0.02
C 0.46840 -3.99939 -0.93062 0.02 0.13 -0.17
O 1.28266 -0.59628 1.04570 0.68 -0.12 -0.01
H 0.83890 -4.08149 -3.05277 -0.07 -0.07 0.04
H 1.09142 -0.47133 5.53291 0.01 -0.04 0.01
H 1.59999 1.93849 5.14044 0.01 -0.01 0.01
C -2.70878 2.67272 -0.19596 0.06 0.00 0.04
C 1.24965 2.25947 2.04754 -0.05 0.08 0.02
S -2.72535 0.90563 0.03000 -0.15 0.04 -0.11
H -3.67550 -1.28798 -2.86849 -0.01 0.00 0.00
O 3.46722 -0.31609 1.08141 0.15 -0.03 -0.10
N -1.07050 -3.32659 -2.72564 0.06 0.02 -0.09
C 1.89358 1.56792 7.23774 -0.01 0.02 0.02
H 0.80253 -2.45801 -2.38135 -0.01 -0.06 0.03
C 2.25267 1.32303 5.78003 -0.04 0.00 0.00
H 2.73542 -0.76308 6.04366 0.04 0.04 0.02
C 0.77889 -5.77619 0.63746 -0.01 0.04 -0.05
H 3.55850 0.00060 3.74304 0.00 -0.01 0.02
C -1.86956 -2.30680 -2.44298 0.16 -0.07 -0.08
```
Positions in Å, forces in eV/Å.

LUMO energy	-6.040	eV
DFT total energy	-3841.11520	Ha
frontier orbital gap	9.2	eV
total charge	+2

=====

Entry 4:
Below is a molecular structure, C18H24NO, with properties calculated with ωB97M-V/def2-TZVPD.

XYZ file:
```
44
Properties=species:S:1:pos:R:3:forces:R:3
H -1.62083 -1.03212 4.20597 0.14 0.24 0.12
H -0.93467 5.90052 5.17221 -0.08 -0.14 0.04
H 2.74186 3.03483 1.75664 -0.04 0.29 -0.19
C 0.65408 4.34170 -1.26173 0.59 0.00 0.19
H -4.72904 -1.49296 0.89152 -0.15 0.06 0.25
H 0.20229 4.83291 3.26584 -0.87 -0.04 -1.14
C -2.47022 0.18400 1.12597 0.30 0.15 0.24
H -1.82045 3.05565 4.49144 -0.36 -0.22 -0.11
C -0.66387 0.66137 3.24038 0.70 0.11 -0.05
N -0.55381 4.14087 3.21075 -1.49 -1.56 -0.88
H -1.17949 3.89536 2.40810 -0.10 2.55 1.10
H -0.25994 3.40183 5.14105 0.24 0.07 0.28
C 2.06021 4.52535 -1.24562 -0.13 -0.06 0.30
C 0.16004 2.77074 2.18763 1.82 -2.09 0.63
H -5.62568 -1.72721 2.43614 0.12 0.21 -0.28
H 0.08035 0.80555 4.01962 -0.17 0.03 0.05
H 0.06640 4.64227 -2.15387 0.46 -0.11 0.86
C 2.17542 3.45342 0.92191 0.11 -0.31 -0.11
O -3.71419 -1.18285 2.70360 0.96 -0.03 0.08
C -2.58483 -0.50472 2.37795 -0.97 0.96 -0.99
C -1.56447 -0.35705 3.36066 -1.43 -0.65 -0.61
H -1.13524 4.45157 7.22804 -0.32 0.06 -0.12
H -3.15013 -0.02803 0.25155 0.84 0.30 1.27
C -2.02867 4.82148 6.69484 -0.01 0.01 0.25
C 0.77974 3.27648 0.93066 -0.26 1.78 0.23
H -2.53612 5.36404 4.65477 0.12 0.13 0.20
C -2.56976 6.06959 7.41850 0.03 -0.18 -0.06
C -1.48882 1.18501 1.02769 0.22 -0.08 -0.32
C 0.01736 3.76345 -0.14450 0.47 -0.09 -0.77
H -3.52164 6.40687 6.97105 0.42 -0.10 0.20
H -1.84509 6.90340 7.38221 -0.32 -0.37 0.01
H 3.93692 4.16363 -0.15814 -0.95 -0.08 0.06
C -1.65292 5.07008 5.23939 -0.26 0.53 -0.20
H -2.78676 4.02229 6.72584 0.23 0.16 0.10
H -2.75133 5.81189 8.47432 0.01 0.24 -0.39
H 0.82565 2.78037 3.02181 1.28 -1.20 -0.27
C -4.91269 -1.09608 1.89794 0.56 -0.18 0.09
H 2.56315 5.06993 -2.07202 -0.46 -0.62 0.59
C -1.08553 3.83907 4.58716 0.70 -0.46 -1.07
C 2.83329 4.05286 -0.15139 -0.45 0.25 -0.64
C -0.60636 1.49234 2.10636 -1.64 0.95 0.05
H -1.36037 1.72684 0.06598 -0.32 -0.55 0.89
H -1.06725 3.64582 -0.16802 0.31 0.22 0.10
H -5.27494 -0.06157 1.84611 0.16 -0.20 0.02
```
Positions in Å, forces in eV/Å.

LUMO energy	-3.543	eV
DFT total energy	-829.96080	Ha
frontier orbital gap	8.1	eV
total charge	+1

=====

no.,largest force on an atom (eV Å⁻¹)
1,0.982
2,2.369
3,1.704
4,2.837